Version a
{
  "formula": "C20H21N3O4S",
  "method": "ωB97M-V/def2-TZVPD",
  "homo_ha": -0.3138,
  "total_charge": 0,
  "elements": ["C", "C", "C", "C", "C", "C", "C", "H", "H", "S", "O", "O", "C", "C", "O", "N", "C", "C", "N", "N", "C", "O", "C", "C", "C", "C", "C", "C", "H", "H", "H", "H", "H", "C", "H", "H", "H", "C", "H", "H", "H", "H", "H", "H", "H", "H", "H", "H", "H"],
  "xyz": [[5.803, 0.368, 1.926], [4.360, 0.261, 2.250], [3.959, -0.240, 3.559], [2.793, -0.229, 4.021], [1.969, 0.132, 3.088], [2.166, 0.716, 1.984], [3.499, 0.853, 1.618], [3.671, 0.881, 0.532], [1.334, 0.873, 1.325], [0.108, 0.102, 3.730], [-0.875, 0.862, 3.106], [0.059, 0.121, 5.307], [-0.189, -1.699, 3.321], [-1.470, -1.727, 2.355], [-2.452, -2.228, 2.455], [-0.836, -1.180, 1.242], [-1.367, -0.862, -0.139], [-2.656, -1.073, -0.587], [-2.838, -0.608, -1.912], [-1.505, 0.057, -2.015], [-0.583, -0.326, -0.985], [0.448, 0.212, -0.666], [-1.315, 0.934, -3.025], [-0.012, 1.133, -3.546], [0.244, 1.666, -4.652], [-0.753, 2.813, -5.123], [-1.804, 2.830, -4.552], [-2.347, 1.725, -3.461], [-3.141, 1.894, -2.910], [-2.737, 3.521, -4.794], [-0.580, 3.464, -5.804], [1.361, 1.909, -5.115], [0.775, 0.339, -3.348], [-3.345, -1.025, -2.997], [-3.207, -0.425, -3.840], [-4.726, -1.064, -2.672], [-3.149, -2.247, -3.247], [-3.999, -1.662, -0.068], [-4.092, -2.794, -0.720], [-3.844, -2.163, 1.060], [-4.806, -1.071, -0.295], [0.019, -0.754, 1.385], [-0.718, -2.043, 4.439], [0.692, -2.113, 3.191], [2.537, -0.655, 5.175], [4.867, -0.480, 4.174], [6.454, -0.446, 2.267], [5.970, 0.362, 0.700], [6.262, 1.085, 2.264]]
}

Version b
{
  "formula": "C20H21N3O4S",
  "method": "ωB97M-V/def2-TZVPD",
  "homo_ha": -0.2680,
  "total_charge": 0,
  "smiles": "COc1ccc(C(=O)CSc2nnc(-c3ccco3)n2C[C@H]2CCCO2)cc1",
  "elements": ["C", "H", "O", "C", "C", "C", "C", "C", "C", "H", "H", "C", "O", "C", "H", "H", "S", "C", "N", "N", "C", "N", "C", "H", "H", "C", "H", "O", "C", "C", "H", "H", "C", "H", "H", "H", "H", "C", "C", "C", "C", "O", "H", "H", "H", "H", "H", "H", "H"],
  "xyz": [[-1.293, -4.532, -1.317], [-0.586, -5.251, -1.967], [-0.886, -3.176, -1.969], [-1.638, -2.210, -1.486], [-2.583, -2.367, -0.561], [-3.255, -1.098, 0.049], [-2.973, 0.079, -0.440], [-2.000, 0.231, -1.793], [-1.448, -0.938, -2.183], [-0.657, -1.015, -2.919], [-1.800, 1.323, -2.173], [-3.646, 1.520, -0.190], [-4.633, 1.228, 0.273], [-2.684, 2.778, -0.034], [-3.313, 3.512, 0.157], [-2.288, 2.890, -0.889], [-1.334, 2.263, 1.203], [-0.094, 2.015, 0.151], [0.122, 2.504, -1.259], [1.156, 2.002, -1.542], [1.781, 1.355, -0.770], [0.951, 1.502, 0.622], [1.279, 0.926, 1.811], [0.875, 1.552, 2.703], [2.347, 0.794, 1.652], [0.580, -0.482, 1.877], [-0.560, -0.472, 1.724], [0.681, -0.853, 3.170], [1.057, -2.379, 3.260], [0.809, -2.901, 1.831], [1.414, -3.581, 1.393], [-0.304, -3.194, 1.613], [1.003, -1.561, 0.945], [0.388, -1.730, -0.029], [1.998, -1.534, 0.704], [0.717, -2.700, 4.001], [2.254, -2.335, 3.118], [3.131, 0.814, -0.579], [3.886, 0.807, -1.964], [4.983, 0.231, -1.529], [5.055, -0.297, -0.148], [3.650, 0.263, 0.414], [5.533, -0.764, 0.406], [5.886, -0.244, -2.233], [3.523, 1.230, -3.002], [-3.755, -1.077, 0.798], [-2.787, -3.218, 0.134], [-2.270, -4.928, -1.487], [-1.049, -4.499, -0.446]]
}

So which one is most stable? That would be version a, about 0.0323 hartree below the next structure.

Version a
{
  "formula": "C5H5Cl",
  "method": "ωB97M-V/def2-TZVPD",
  "homo_ha": -0.3327,
  "total_charge": 0,
  "smiles": "C#C/C(Cl)=C/C",
  "elements": ["C", "C", "C", "C", "C", "H", "H", "H", "H", "H", "Cl"],
  "xyz": [[1.968, -0.086, -0.020], [0.472, -0.391, 0.085], [-0.514, 0.476, 0.044], [-1.861, 0.033, -0.001], [-3.093, -0.034, 0.023], [2.340, -0.739, -0.849], [2.440, -0.444, 0.984], [2.314, 0.953, -0.269], [0.336, -1.463, 0.087], [-4.109, -0.478, -0.108], [-0.292, 2.172, 0.025]]
}

Version b
{
  "formula": "C5H5Cl",
  "method": "ωB97M-V/def2-TZVPD",
  "homo_ha": -0.3273,
  "total_charge": 0,
  "elements": ["C", "C", "C", "C", "C", "Cl", "H", "H", "H", "H", "H"],
  "xyz": [[-0.051, -2.036, -1.303], [-0.152, -0.791, -0.506], [1.033, -1.675, -0.443], [-0.742, 0.362, -0.200], [-0.331, 1.465, 0.810], [-2.349, 0.718, -0.824], [1.532, -2.117, 0.539], [1.930, -1.174, -1.042], [-0.715, 1.248, 1.784], [-0.921, 2.367, 0.535], [0.765, 1.634, 0.651]]
}

So which one is most stable? That would be version a, about 0.1142 hartree below the next structure.